No. 1
Computed, not measured: an isolated ion of composition C22H27ClN7O2S and charge +1, with ωB97M-V with the def2-TZVPD basis set.

XYZ file:
```
60
Properties=species:S:1:pos:R:3:lowdin_charge:R:1
H -6.026 0.612 -2.082 0.09
C 4.872 -0.003 0.997 -0.16
H 2.645 -1.436 1.162 0.14
C -3.742 -1.195 -1.681 -0.42
H 4.228 1.876 -4.641 0.10
N -1.617 -0.461 -1.191 0.06
H 2.222 1.504 1.905 0.14
H 2.685 -2.045 5.435 0.10
H -6.665 -1.958 -0.336 0.15
H 4.545 -2.358 2.591 0.14
H 0.365 0.153 -0.770 0.08
H 2.204 -0.835 2.775 0.12
C 2.856 0.647 -3.579 -0.33
C -5.418 0.387 2.690 -0.10
O 2.926 -1.914 4.512 -0.08
C 3.857 0.852 -4.654 0.01
C -5.504 1.365 -1.498 -0.02
H 1.074 0.502 1.003 0.12
H -5.427 0.146 3.740 0.11
C 2.738 -0.584 1.860 -0.15
H -4.501 1.487 -1.907 0.08
H -0.553 -0.405 -4.254 0.15
C 2.431 0.709 -1.213 -0.19
H 5.909 0.205 1.268 0.13
H 4.860 -0.830 0.262 0.13
C 2.125 0.661 1.218 -0.09
C 4.726 -1.356 3.008 -0.17
H 4.854 1.584 -0.488 0.11
H 3.396 0.653 -5.616 0.10
C 0.771 0.106 -2.844 -0.25
N -0.454 -0.285 -3.253 0.11
H 4.260 2.051 1.106 0.14
H 4.705 0.181 -4.520 0.10
H 4.172 -0.283 4.791 0.12
Cl -5.870 -2.245 2.269 0.72
H 4.230 1.135 -2.148 0.15
C 4.209 -1.325 4.447 -0.24
C -5.617 -0.328 0.383 -0.26
N 1.656 0.284 -3.863 0.19
C -5.442 0.991 -0.048 -0.21
H 5.802 -1.177 3.035 0.12
N 4.123 -0.314 2.194 -0.17
C -5.619 -0.609 1.752 -0.59
H -3.012 -0.788 0.328 0.13
H -6.024 2.314 -1.610 0.09
C 4.258 1.251 0.361 -0.10
N -5.854 -1.378 -0.521 0.11
N 2.874 0.985 0.013 -0.04
C -5.210 1.686 2.257 -0.07
N 3.269 0.855 -2.294 0.20
C -5.092 -1.792 -1.563 -0.52
H -5.051 2.470 2.980 0.11
S -3.016 -1.134 -3.252 1.17
C -1.552 -0.568 -2.482 -0.58
H -5.091 2.998 0.578 0.12
C -2.835 -0.815 -0.732 -0.14
C 1.122 0.312 -1.516 0.08
H 4.914 -1.881 5.076 0.12
C -5.227 1.978 0.907 -0.04
O -5.464 -2.636 -2.349 0.07
```

Summary:
Structure (SMILES) = Cc1n/c(=[NH+]/c2ncc(C(=O)Nc3c(C)cccc3Cl)s2)cc(N2CCN(CCO)CC2)[nH]1
Highest occupied orbital energy = -10.932 eV
Total charge = +1
Maximum force = 1.35 eV Å⁻¹
E_tot = -61131.46582 eV


No. 2
Computed, not measured: one molecule with the formula C3H6O, with ωB97M-V with the def2-TZVPD basis set.

XYZ file:
```
10
Properties=species:S:1:pos:R:3:lowdin_charge:R:1
H -1.500 0.901 1.569 0.11
H 1.601 -0.597 -0.137 0.08
O 0.249 0.145 2.019 0.03
H -0.829 -1.276 -0.231 0.10
H 1.144 0.984 -0.762 0.08
C 0.850 -0.074 -0.760 -0.12
H -1.256 0.270 -0.889 0.11
H 0.948 -0.419 -1.806 0.08
C -0.652 0.313 1.208 -0.24
C -0.554 -0.245 -0.210 -0.22
```

Summary:
Structure (SMILES) = CCC=O
Highest occupied orbital energy = -9.907 eV
Maximum force = 2.04 eV Å⁻¹
E_tot = -5255.21129 eV
ΔE to the lowest compared entry with this formula, charge and spin = 46.6 kJ/mol


- What is the maximum force in the first record?
  1.35 eV Å⁻¹


- Which value of E_tot does entry 1 give?
  -61131.46582 eV


- Which value of highest occupied orbital energy does entry 2 give?
  -9.907 eV